{"formula": "C18H18N", "method": "wB97M-V/def2-TZVPD", "energy_ha": -751.1793, "de_lowest_kj_mol": 168.0, "homo_energy_ha": -0.44107, "fmax_ha_per_bohr": 0.1333, "charge": 1, "homo_lumo_gap_ev": 7.76, "molar_mass_g_mol": 248.3, "lumo_ev": -4.25, "symbols": ["C", "C", "C", "C", "C", "C", "C", "C", "C", "C", "C", "C", "C", "C", "C", "C", "C", "N", "C", "H", "H", "H", "H", "H", "H", "H", "H", "H", "H", "H", "H", "H", "H", "H", "H", "H", "H"], "coordinates": [[-2.330095, 0.933802, -1.967734], [-1.114990, 1.100334, -1.201587], [-0.086983, 2.146410, -1.506706], [-0.243681, 3.083557, -2.417102], [0.697723, 4.038972, -2.670263], [1.962076, 3.995441, -2.021148], [2.131538, 3.032431, -1.044363], [1.118018, 2.165960, -0.807214], [1.318551, 1.217305, 0.200025], [0.280071, 0.379619, 0.630675], [0.636692, -0.476253, 1.897892], [0.478703, -1.988581, 1.656672], [0.116688, -2.737342, 2.752082], [-0.091313, -4.162119, 2.588164], [0.191503, -4.774354, 1.403873], [0.590657, -3.994713, 0.391804], [0.700094, -2.631060, 0.471587], [-0.903700, 0.368645, -0.059662], [-1.959883, -0.230780, 0.765976], [-3.132513, 1.653939, -1.551869], [-2.655910, -0.108104, -1.889425], [-1.987661, 1.221800, -2.994580], [-1.148080, 3.192131, -3.130293], [0.450793, 4.823940, -3.449571], [2.754393, 4.737848, -2.221175], [3.017811, 3.001696, -0.362281], [2.197524, 1.202636, 0.769685], [1.642713, -0.308571, 2.334696], [-0.070462, -0.249846, 2.739044], [0.153844, -2.299205, 3.737132], [-0.252425, -4.886956, 3.396192], [0.176284, -5.845811, 1.370633], [0.973528, -4.485075, -0.517518], [1.117623, -2.054686, -0.333102], [-2.915120, -0.064635, 0.435885], [-2.039849, 0.233949, 1.737162], [-1.774165, -1.232324, 0.866414]], "forces_ev_per_angstrom": [[-0.9031, 1.0926, -0.3697], [2.9126, 1.0995, 2.7220], [-1.3626, -4.5543, 2.3728], [-2.9098, 3.4166, -5.1794], [0.9981, 1.2966, -1.0518], [-0.1772, 0.4997, 0.2031], [2.0018, 2.2224, -0.3093], [-0.3002, -2.0957, 1.3715], [-3.1660, -1.6531, 0.7327], [4.2042, 1.2368, 0.5468], [-1.6462, -0.5647, -0.2543], [-0.4200, 0.9731, 1.2224], [-0.3261, -2.9253, 0.1785], [0.6644, 1.3600, 1.8380], [-0.6128, -0.5050, 1.1853], [1.4303, -0.1815, -3.3997], [0.4841, 0.4921, -0.4522], [-0.2895, 1.0260, -0.0422], [0.3883, 1.3586, 0.0364], [1.0208, -1.1078, -0.9641], [-0.2100, 0.3374, -0.3405], [-1.1535, -0.4160, 0.6231], [1.2508, -0.5284, 1.6316], [0.5842, -1.0479, 1.1269], [-0.6297, -0.4871, 0.0097], [-0.7253, 0.0250, -1.0161], [1.1767, -0.0035, 0.5005], [-0.4657, 0.4875, -0.8985], [0.5457, 0.0836, -0.7753], [-0.4966, 0.0341, 0.1813], [-0.2802, 0.9951, 0.2123], [-0.0791, -0.2999, -0.3338], [-0.4397, 0.3367, 0.2631], [-0.0344, 0.0128, -0.5499], [-2.1931, 0.2447, -1.7125], [0.8250, 0.2730, 0.3612], [0.3338, -2.5339, 0.3306]]}

---

{"formula": "C5H11O2", "method": "wB97M-V/def2-TZVPD", "energy_ha": -347.6451, "de_lowest_kj_mol": 12.1, "homo_energy_ha": -0.14610, "fmax_ha_per_bohr": 0.0191, "charge": -1, "homo_lumo_gap_ev": 7.89, "molar_mass_g_mol": 103.1, "lumo_ev": 3.91, "symbols": ["C", "C", "H", "H", "H", "H", "H", "H", "C", "C", "C", "O", "O", "H", "H", "H", "H", "H"], "coordinates": [[1.200272, -1.361017, 1.855141], [0.700915, 0.046717, 2.193293], [1.104278, -2.021157, 2.714710], [0.703942, -1.697349, 0.952062], [2.274057, -1.369713, 1.671168], [-0.357862, -0.021319, 2.493023], [0.673612, 0.657893, 1.292547], [1.221995, 0.561695, 3.000618], [-0.156121, 0.698339, -1.698683], [-1.427724, 1.398323, -1.254541], [-0.441016, -0.804839, -2.015544], [0.175545, -1.649429, -1.322292], [-1.273006, -1.005713, -2.925834], [0.243695, 1.134956, -2.626611], [0.625749, 0.715814, -0.940846], [-1.803666, 0.941030, -0.339267], [-2.179233, 1.307795, -2.037369], [-1.285430, 2.467974, -1.011575]], "forces_ev_per_angstrom": [[0.6012, 0.6205, 0.4667], [-0.9094, -0.3240, -0.1299], [-0.4790, -0.2727, -0.0335], [-0.1087, -0.3769, -0.0418], [0.1363, 0.1989, -0.3049], [0.2463, 0.0350, 0.0480], [0.2926, 0.1648, 0.0495], [0.2217, -0.0510, -0.0722], [0.2289, -0.5048, -0.3350], [0.1392, 0.5336, 0.1896], [-0.0694, 0.0791, 0.0506], [0.0177, 0.0710, 0.0230], [-0.0356, -0.0101, -0.0557], [-0.1248, 0.0822, 0.2277], [0.0177, 0.2098, 0.0801], [-0.1463, -0.1606, 0.0091], [-0.0801, -0.0254, 0.0563], [0.0515, -0.2694, -0.2276]]}

---

{"formula": "C5H5NO", "method": "wB97M-V/def2-TZVPD", "energy_ha": -323.3447, "de_lowest_kj_mol": 459.3, "homo_energy_ha": [-0.31216, -0.31212], "fmax_ha_per_bohr": 0.0824, "charge": 0, "homo_lumo_gap_ev": [7.06, 7.06], "molar_mass_g_mol": 95.1, "lumo_ev": [-1.44, -1.44], "symbols": ["C", "C", "C", "C", "N", "C", "O", "H", "H", "H", "H", "H"], "coordinates": [[1.164428, 0.765070, -0.931276], [0.505853, -0.993978, -0.174638], [0.068792, 1.293400, -0.277768], [-1.204521, -0.015600, 1.486218], [0.187555, -1.670933, -1.226727], [-0.509613, 0.191609, 0.361796], [1.995017, 0.938054, -1.754569], [-0.042152, -1.036720, -1.996821], [0.881858, -1.602526, 0.649127], [-0.118247, 2.338981, -0.076586], [-1.360868, 0.789327, 2.191994], [-1.568101, -0.996684, 1.749250]], "forces_ev_per_angstrom": [[0.6352, 3.5320, -1.7094], [-3.7748, -1.7391, 0.8310], [0.4925, -0.1788, 0.0883], [0.0106, -0.0992, -0.6241], [2.0645, 0.5512, -0.3814], [2.0649, -1.1852, 0.6761], [-0.6670, -1.2559, 1.2829], [-1.2580, -0.1049, 0.1852], [0.4322, 0.3195, 0.0934], [0.2074, 0.1297, -0.3305], [-0.3923, 0.1619, -0.2286], [0.1849, -0.1310, 0.1172]]}

---

{"formula": "C3HBrN2OS", "method": "wB97M-V/def2-TZVPD", "energy_ha": -3271.6562, "homo_energy_ha": -0.31892, "fmax_ha_per_bohr": 0.0352, "charge": 0, "homo_lumo_gap_ev": 7.33, "molar_mass_g_mol": 193.0, "lumo_ev": -1.34, "symbols": ["C", "C", "C", "N", "N", "O", "S", "Br", "H"], "coordinates": [[1.224107, -0.606815, 0.006614], [0.679889, 0.683376, -0.033323], [-1.592117, -0.380732, 0.010844], [0.620888, -1.727685, -0.011235], [0.711555, 1.854001, -0.028715], [0.520626, 3.018219, -0.027880], [-1.025141, -1.938022, -0.067136], [-3.447801, -0.235729, 0.078826], [2.307997, -0.666611, 0.072001]], "forces_ev_per_angstrom": [[0.2484, -0.9202, 0.0490], [-0.0321, 1.4660, -0.0067], [-0.0178, -0.4910, 0.0449], [0.6562, -0.3793, -0.0223], [-0.0618, -1.8094, -0.0026], [-0.0712, 1.2870, -0.0069], [-0.6223, 0.9121, 0.0596], [-0.1205, -0.1526, -0.0686], [0.0211, 0.0874, -0.0464]]}

---

- Which value of charge does entry 2 give?
  -1